(1)
Below is the molecule C4H4N2O2 at a distorted geometry, with properties calculated with wB97M-V/def2-TZVPD.

Calculated values
LUMO energy in eV: -1.348
HOMO-LUMO gap in eV: 9.0755
Net charge: 0
SMILES string: C/N=C1\N=CC(=O)O1
HOMO level in eV: -10.42

Last column: Mulliken charge in e.
Element x y z (Å)
C: 2.2972 -0.1457 -0.0185  -0.735
C: -0.0153 -0.4869 0.0362  0.631
C: -2.2597 -0.3519 -0.0358  0.569
C: -1.6784 0.9562 0.0427  -0.082
H: 2.0569 0.7637 -0.5776  0.319
H: 2.5912 0.1461 0.9535  0.290
H: 3.0951 -0.7589 -0.4767  0.252
H: -2.2872 1.8285 0.0604  0.420
N: 1.1320 -0.9758 0.0657  -0.366
N: -0.3815 0.9642 -0.0349  -0.456
O: -1.1408 -1.2519 -0.0337  -0.359
O: -3.4096 -0.6877 0.0188  -0.482

=====

(2)
Below is C4H6O3Sm as an isolated structure at a distorted geometry, with properties calculated with wB97M-V/def2-TZVPD.

Calculated values
LUMO energy (alpha / beta) in eV: -18.281 / -14.054
Spin multiplicity: 6
HOMO-LUMO gap (alpha / beta) in eV: 4.6759 / 8.9333
Net charge: +3
HOMO level (alpha / beta) in eV: -22.96 / -22.99

Last column: Mulliken charge in e.
Element x y z (Å)
O: 0.6140 0.5451 -0.1776  -0.697
Sm: 3.2449 0.3915 -0.3459  2.179
O: 1.5605 -1.3860 0.0936  -0.560
C: 0.5207 -0.7627 -0.1860  1.215
O: -0.6367 -1.3027 -0.3714  -0.190
C: -0.8168 -2.7129 -0.1091  -0.645
H: -1.8767 -2.9041 -0.2870  0.256
H: -0.1986 -3.2878 -0.8047  0.340
H: -0.5502 -2.9238 0.9309  0.367
C: -0.8837 1.6812 -0.0982  -0.297
C: -1.6735 1.6752 0.9073  -0.063
H: -0.9337 2.0678 -1.1135  0.393
H: -1.8736 0.9710 1.7112  0.367
H: -2.3851 2.3438 0.2397  0.333

=====

(3)
Below is the molecule C24H29NO3, with properties calculated with wB97M-V/def2-TZVPD.

Calculated values
LUMO energy in eV: 0.462
HOMO-LUMO gap in eV: 9.1983
Net charge: 0
SMILES string: CCOC(=O)[C@]1(Cc2ccccc2)CCCN(Cc2cccc(C(C)=O)c2)C1
HOMO level in eV: -8.74

Last column: Mulliken charge in e.
Element x y z (Å)
C: -4.5953 -0.3288 -3.2655  -1.253
C: -3.2256 -0.8011 -2.8160  -0.261
H: -2.5459 -0.9172 -3.6675  0.388
H: -3.2808 -1.7625 -2.2931  0.317
O: -2.6800 0.1744 -1.9245  -0.243
C: -1.5554 -0.1621 -1.2942  -0.800
O: -0.9909 -1.2131 -1.4621  -0.673
C: -1.0750 0.9446 -0.3655  3.335
C: 0.2700 0.5153 0.2287  -2.560
N: 0.8177 1.5685 1.0583  0.673
C: 1.1233 2.7372 0.2547  -0.472
C: -0.1616 3.2922 -0.3543  -0.970
C: -0.8630 2.2250 -1.1886  -1.483
H: -1.8209 2.5946 -1.5571  0.329
H: -0.2395 1.9818 -2.0538  0.538
H: -0.8198 3.6327 0.4449  0.352
H: 0.0783 4.1513 -0.9833  0.508
H: 1.5778 3.4919 0.9018  0.432
H: 1.8374 2.5016 -0.5548  0.327
C: 1.9321 1.1216 1.8854  -1.663
C: 3.1273 0.6480 1.0940  0.671
C: 3.1634 -0.6491 0.5999  0.141
C: 4.2032 -1.0720 -0.2234  0.109
C: 5.2328 -0.1809 -0.5272  -0.815
C: 5.2127 1.1056 -0.0264  -0.714
C: 4.1602 1.5215 0.7722  -0.471
H: 4.1434 2.5319 1.1561  0.421
H: 6.0138 1.7908 -0.2617  0.401
H: 6.0372 -0.5218 -1.1614  0.475
C: 4.2629 -2.4361 -0.8125  0.806
O: 5.2650 -2.8412 -1.3595  -0.604
C: 3.0163 -3.2792 -0.7126  -1.212
H: 2.1487 -2.7339 -1.0779  0.273
H: 3.1508 -4.1868 -1.2955  0.362
H: 2.8407 -3.5522 0.3263  0.356
H: 2.3747 -1.3328 0.8726  0.343
H: 1.5605 0.3096 2.5172  0.433
H: 2.2150 1.9592 2.5295  0.584
H: 0.1183 -0.3792 0.8353  0.707
H: 0.9445 0.2492 -0.6035  0.367
C: -2.1303 1.1635 0.7424  -1.452
C: -2.4885 -0.1170 1.4414  0.059
C: -3.5141 -0.9265 0.9695  -0.157
C: -3.8111 -2.1264 1.5906  -0.840
C: -3.0891 -2.5321 2.6997  -0.456
C: -2.0801 -1.7228 3.1927  -0.859
C: -1.7852 -0.5232 2.5693  -0.004
H: -1.0075 0.1147 2.9643  0.464
H: -1.5226 -2.0265 4.0672  0.399
H: -3.3179 -3.4706 3.1828  0.391
H: -4.6099 -2.7465 1.2098  0.390
H: -4.0916 -0.6090 0.1134  0.531
H: -1.7105 1.8634 1.4644  0.578
H: -3.0214 1.6000 0.2875  0.477
H: -5.2592 -0.2253 -2.4112  0.304
H: -4.5148 0.6352 -3.7605  0.304
H: -5.0204 -1.0495 -3.9579  0.421

=====

(4)
Below is a 3-piece molecular cluster, C4H14NO2 overall at a distorted geometry, with properties calculated with wB97M-V/def2-TZVPD.

Calculated values
LUMO energy in eV: -3.176
HOMO-LUMO gap in eV: 10.9182
Net charge: +1
HOMO level in eV: -14.09

Last column: Mulliken charge in e.
Element x y z (Å)
C: -1.4412 -2.7429 -2.3338  -1.078
C: -0.2436 -3.2629 -1.5179  -0.647
C: 0.5551 -2.2158 -0.8255  -0.192
C: 0.1683 -1.5800 0.2494  -0.194
N: 1.0380 -0.6259 0.9727  -0.154
H: -1.9683 -1.9044 -1.8994  0.347
H: -1.0938 -2.3935 -3.3070  0.329
H: -2.1678 -3.5197 -2.5608  0.308
H: -0.5922 -4.0031 -0.8002  0.335
H: 0.3663 -3.7740 -2.2405  0.322
H: 1.5235 -1.9749 -1.2457  0.273
H: -0.7606 -1.8409 0.7411  0.371
H: 1.7653 -0.2828 0.3501  0.378
H: 1.4120 -1.0837 1.7972  0.361
H: 0.4624 0.2071 1.2067  0.300
H: 0.4219 2.8058 1.2938  0.305
H: -0.6589 2.0308 2.0455  0.315
O: 0.1141 1.9084 1.4805  -0.686
H: 0.1612 6.1858 1.9910  0.323
H: 0.3656 6.7302 0.6063  0.329
O: -0.2488 6.1905 1.1177  -0.647

=====

(5)
Below is a 2-piece molecular cluster, C4H14NO3 overall at a distorted geometry, with properties calculated with wB97M-V/def2-TZVPD.

Calculated values
LUMO energy in eV: -2.968
HOMO-LUMO gap in eV: 11.6602
Net charge: +1
HOMO level in eV: -14.63

Last column: Mulliken charge in e.
Element x y z (Å)
C: -0.1858 -0.1329 1.5978  -0.757
O: -1.6279 -0.2196 1.7258  -0.530
C: 0.2120 -0.3198 0.1193  0.256
C: 1.7080 0.0015 -0.2001  0.153
C: 2.6123 0.8541 0.6576  -1.289
O: 1.6515 0.4113 -1.5635  -0.583
N: -0.7303 0.4989 -0.7620  -0.303
H: -0.0145 0.8238 2.0765  0.264
H: 0.1164 -1.0557 2.1237  0.427
H: -1.7826 -1.0641 2.1524  0.346
H: 0.0507 -1.3534 -0.1372  0.245
H: 2.1508 -1.0144 -0.1658  0.301
H: 2.7987 0.3043 1.5923  0.364
H: 2.1716 1.8259 0.9260  0.307
H: 3.6537 0.9834 0.2500  0.358
H: 2.5054 0.1543 -1.9519  0.377
H: -0.3368 1.4287 -0.9314  0.360
H: -1.6773 0.4790 -0.3939  0.349
H: -0.8031 0.0755 -1.6760  0.356
H: -3.7184 -0.5097 -1.0231  0.292
H: -3.1188 -1.6642 -1.7599  0.288
O: -2.8538 -0.8599 -1.2954  -0.582

=====

(6)
Below is C22H17FeN4O4S as an isolated structure, with properties calculated with wB97M-V/def2-TZVPD.

Calculated values
LUMO energy (alpha / beta) in eV: -0.774 / -2.026
Spin multiplicity: 6
HOMO-LUMO gap (alpha / beta) in eV: 7.0875 / 5.8346
Net charge: 0
HOMO level (alpha / beta) in eV: -7.86 / -7.86

Last column: Mulliken charge in e.
Element x y z (Å)
Fe: 0.0623 -0.0879 0.2469  -0.047
O: 7.0490 0.1115 -0.1169  -0.717
C: 6.4019 0.0381 0.9416  0.359
O: 6.7260 0.0839 2.1368  -0.696
C: 4.8745 -0.1396 0.7154  -0.027
C: 4.3724 -0.3056 -0.5738  -0.398
C: 3.0122 -0.3826 -0.7669  -0.998
N: 2.1463 -0.2964 0.2552  0.747
C: 2.6250 -0.1739 1.5069  0.655
C: 3.9737 -0.0983 1.7771  -0.572
C: 1.5638 -0.1123 2.5713  0.602
O: 1.8118 -0.1979 3.7418  -0.621
O: 0.3421 0.0277 2.0624  -0.449
H: 5.0730 -0.3547 -1.3963  0.513
H: 2.5791 -0.5092 -1.7533  0.456
H: 4.3297 0.0101 2.7924  0.607
C: 2.4500 2.7309 -0.0234  -1.079
C: 1.0195 3.1624 -0.0035  0.902
C: 0.7724 4.5516 0.1114  -0.759
C: -0.4972 5.0253 0.1238  -0.790
C: -1.5712 4.1226 0.0069  1.185
C: -2.9158 4.5592 0.0180  -0.919
C: -3.9286 3.6530 -0.0748  -0.593
C: -3.6310 2.2846 -0.2181  -0.588
C: -2.3348 1.8383 -0.2567  0.683
S: -2.0264 0.1411 -0.5449  -0.534
C: -1.2628 2.7528 -0.1099  -0.066
N: 0.0314 2.2800 -0.0973  -0.231
H: 3.1050 3.5956 -0.0834  0.435
H: 2.6487 2.0861 -0.8748  0.249
H: 2.7020 2.1860 0.8849  0.147
H: 1.6172 5.2207 0.1910  0.366
H: -0.6984 6.0860 0.2148  0.426
H: -3.1174 5.6196 0.1026  0.371
H: -4.9609 3.9748 -0.0494  0.386
H: -4.4330 1.5638 -0.3094  0.435
N: -0.3821 -6.3779 0.0149  -0.449
C: -0.2600 -5.0329 0.0039  1.408
C: -1.3094 -4.2032 -0.4164  -0.975
C: -1.1423 -2.8446 -0.3964  -0.177
N: -0.0093 -2.2341 0.0011  0.197
C: 0.9978 -3.0341 0.4035  -0.387
C: 0.9207 -4.4013 0.4188  -1.042
H: -1.2220 -6.8223 -0.3057  0.192
H: 0.3855 -6.9604 0.2933  0.197
H: -2.2469 -4.6260 -0.7516  0.346
H: -1.9487 -2.2009 -0.7157  0.368
H: 1.9043 -2.5486 0.7259  0.519
H: 1.7699 -4.9807 0.7552  0.361

=====

What did we get for total energy? Answer: -414.7845; -1038.3350; -1212.4475; -365.7751; -441.0230; -3030.5165 a.u., in the order shown.
What did we get for energy above the lowest of the compared OMol25 structures with the same formula, charge and spin? Answer: 38.7; 43.9; 4.6; 34.9; 22.2; 9.2 kcal per mole, in the order shown.